No. 1
The ion C6H6N3 with charge +1 in a non-equilibrium geometry, computed with ωB97M-V/def2-TZVPD.

HOMO-LUMO gap (alpha / beta)	8.107 / 8.107	eV
LUMO level (alpha / beta)	-5.6 / -5.6	eV
ΔE to the lowest compared entry with this formula, charge and spin	6.591	eV
SMILES	c1ccccn[nH+][nH]c#1

Structure (ORCA input):
```
! wB97M-V def2-TZVPD RIJCOSX def2/J DEFGRID3
* xyz 1 1
C -1.758 0.678 -0.110
H -2.125 -2.360 0.123
C -0.702 1.178 0.207
N -1.521 -1.429 0.162
C 0.412 2.034 0.146
H 2.700 -0.337 -0.145
C 0.945 -1.215 0.104
H -3.189 -0.560 -0.507
H 1.703 -2.123 0.073
N -2.399 -0.424 0.039
N -0.317 -1.565 0.171
H 2.504 1.764 -0.227
C 1.719 -0.074 0.053
C 1.630 1.293 -0.039
H 0.399 3.140 -0.050
*
```


No. 2
A cluster of 2 separate species, C7H22ClNO5P2Si in total, computed with ωB97M-V/def2-TZVPD.

HOMO-LUMO gap	9.700	eV
LUMO level	0.6	eV
SMILES	NCCCC[Si@H](Cl)[PH2]=O.COP(=O)(OC)OC

Structure (ORCA input):
```
! wB97M-V def2-TZVPD RIJCOSX def2/J DEFGRID3
* xyz 0 1
H 2.687 -1.643 -3.221
O -1.209 -2.039 -2.684
C -0.688 -1.468 1.242
C 0.504 -1.103 2.128
H 1.919 2.986 1.564
H 3.233 4.106 2.866
H 1.563 -0.115 4.538
C -2.361 0.758 -1.778
H 1.426 -1.123 1.538
H -2.895 0.890 -2.719
H -1.800 -1.994 -5.077
H -2.073 -0.578 -6.124
H -1.867 -2.958 2.039
P -0.626 -0.728 -2.982
H -0.462 -1.320 -6.049
C 1.503 0.613 3.725
Cl -0.513 2.781 5.011
H -0.965 -0.573 0.673
H 1.244 -2.478 -3.828
H -2.813 -0.047 -1.199
H 1.884 -1.047 -4.691
H 2.294 2.593 5.543
H 2.451 0.558 3.174
H 0.612 -1.857 2.917
Si 1.388 2.342 4.404
H 0.289 1.022 1.977
O -1.037 -0.174 -4.417
H -2.383 1.684 -1.212
O 0.950 -0.637 -2.888
H -0.398 -2.215 0.503
O 0.953 4.984 2.607
H -0.597 0.323 3.316
H -1.948 -1.553 2.881
C 1.728 -1.507 -3.715
O -0.975 0.468 -2.024
N -1.871 -1.950 1.952
P 1.858 3.810 2.714
C -1.359 -1.083 -5.478
C 0.351 0.271 2.773
*
```


Number 1: E_tot -10775.066 eV. Number 2: E_tot -58324.935 eV.